Density functional theory data (the ωB97M-V functional and the def2-TZVPD basis) for the molecule C4H6N2 in a non-equilibrium geometry.

```
12
Properties=species:S:1:pos:R:3:forces:R:3
C -0.098614 1.219695 -0.866227 0.17 -0.02 0.34
C -0.183967 0.019556 0.106584 0.39 0.07 0.54
C 0.482086 -1.221071 -0.336597 -0.08 -0.43 -0.35
N 0.945066 -0.742401 0.931036 0.78 0.25 -0.30
C -1.070227 0.162730 1.238378 -1.13 0.56 0.39
N -1.500709 0.483943 2.266547 -0.12 -0.48 -1.03
H -0.715119 0.995383 -1.756940 0.19 -0.18 0.50
H 0.915385 1.386040 -1.240703 -0.05 -0.08 0.27
H -0.489068 2.156195 -0.459384 0.20 -0.21 0.21
H -0.012686 -2.167470 -0.489233 -0.09 -0.17 0.24
H 1.274612 -0.987051 -1.040613 -0.47 -0.20 -0.58
H 0.453241 -1.305547 1.647152 0.21 0.91 -0.22
```
Positions in Å, forces in eV/Å.

Summary:
E_LUMO	0.81	eV
multiplicity	1
HOMO	-9.7	eV
orbital gap	10.52	eV
total energy	-265.43171	Ha
SMILES	C[C@@]1(C#N)CN1